Molecular formula: C33H40N4P2SeW
Method: DFT, ωB97M-V/def2-TZVPD

The geometry in XYZ format:
```
81
Properties=species:S:1:pos:R:3:forces:R:3
W -1.317 0.442 -0.764 -0.0676 4.4445 2.4409
C 1.394 3.049 2.541 1.1832 1.2335 -0.3485
C 1.711 2.905 1.233 -1.7464 0.5939 0.4881
C 2.318 1.771 0.475 0.3294 -0.1125 -0.3235
C 1.524 0.440 0.594 1.9961 -0.1633 0.5171
C 1.595 -0.197 1.978 -1.8290 -0.7421 -0.8740
C 2.202 0.134 3.115 -0.2160 -0.2629 0.7392
C 3.019 1.325 3.465 0.3112 0.2603 0.2708
C 2.165 2.585 3.740 0.3463 -1.0853 0.6287
C -1.513 1.087 1.307 -0.5817 0.2151 0.0541
H 0.783 3.915 2.807 -0.0738 -0.0620 -0.3701
H 1.299 3.688 0.565 0.0298 -0.6212 0.4997
H 3.383 1.621 0.761 -0.6541 -0.2949 -0.3797
H 2.289 2.096 -0.574 0.3201 -0.2336 0.0738
H 0.442 0.697 0.247 0.5008 -0.2597 0.5056
H 1.920 -0.283 -0.161 -0.3721 0.5168 0.8127
H 0.962 -1.103 2.047 0.6061 0.3548 -0.0841
H 2.054 -0.560 3.970 -0.0155 0.3139 -0.7687
H 3.707 1.554 2.660 0.2098 0.1210 -0.0492
H 3.645 1.075 4.334 -0.2763 0.2220 -0.2116
H 1.542 2.451 4.655 0.2237 0.0410 -0.7457
H 2.889 3.384 3.996 -0.5067 -0.1252 -0.1468
H -1.445 2.174 1.484 -0.0762 -0.8675 0.2527
H -0.844 0.554 2.007 -0.6004 -0.0180 -0.2191
H -2.585 0.754 1.313 0.5311 0.3251 0.6992
P -1.630 -1.711 0.256 0.5486 -9.1915 2.5105
P 0.197 0.110 -2.460 3.8816 -4.4983 -6.3114
N -0.730 -2.739 1.636 -0.5964 1.8663 -0.6558
N -2.776 -3.074 0.069 -0.1642 1.6832 -0.3824
N 1.819 -0.972 -2.465 -1.2884 1.7668 0.6907
N 0.056 0.101 -4.299 0.2326 0.6307 1.5994
C -0.501 -2.263 -1.115 0.4919 0.2043 0.5868
C -0.928 -1.398 -2.328 0.1631 -0.8713 0.3209
C -1.024 -2.696 2.991 0.2274 -0.4036 0.5179
C -0.345 -3.719 3.649 -0.4120 0.8328 -0.9123
C 0.409 -4.419 2.667 -0.5220 1.1016 -1.2140
C 0.153 -3.798 1.445 0.4387 -0.2113 0.2231
C -4.155 -2.979 0.222 -0.8921 -1.3457 -0.4335
C -4.718 -4.239 -0.009 0.8695 1.3331 0.3045
C -3.642 -5.140 -0.287 0.9065 1.4890 0.1901
C -2.464 -4.403 -0.240 -0.7625 -0.4387 -0.2275
C 3.104 -0.621 -2.046 1.1505 -0.0059 -0.0022
C 3.970 -1.708 -2.215 -1.0775 1.2380 0.0679
C 3.192 -2.765 -2.766 -1.1252 0.6337 0.0455
C 1.893 -2.295 -2.876 0.1377 -0.6262 -0.4880
C 1.110 -0.133 -5.184 -0.0033 -0.1682 -0.9240
C 0.593 -0.598 -6.384 0.0756 0.4480 1.3540
C -0.828 -0.656 -6.240 0.0677 0.3780 1.1466
C -1.131 -0.221 -4.964 -0.1502 -0.1818 -0.5384
H -0.486 -3.357 -1.366 -0.4575 1.1357 0.4512
H 0.524 -2.051 -0.728 -0.5489 0.0553 -0.6051
H -0.842 -2.003 -3.256 -0.2181 0.8587 0.3679
H -2.029 -1.101 -2.298 0.5107 -0.3551 -0.0709
H -1.690 -1.943 3.377 -0.0717 -0.0160 0.0975
H -0.378 -3.940 4.703 -0.0909 0.1055 -0.0167
H 1.079 -5.252 2.807 -0.0989 -0.0030 -0.0067
H 0.534 -4.017 0.459 0.1096 -0.1159 0.1963
H -4.611 -2.028 0.456 -0.0643 -0.1038 0.0295
H -5.768 -4.488 0.009 0.0817 0.1112 0.0938
H -3.708 -6.195 -0.493 0.0135 0.0022 -0.0245
H -1.452 -4.720 -0.439 -0.2295 -0.0810 0.2592
H 3.328 0.392 -1.702 -0.0907 -0.5158 -0.1884
H 5.032 -1.727 -1.979 -0.3988 0.1113 -0.1098
H 3.519 -3.747 -3.085 -0.0707 0.1842 0.1919
H 1.015 -2.803 -3.238 0.1763 -0.0715 -0.1884
H 2.130 0.087 -4.907 -0.0743 -0.1358 0.0214
H 1.158 -0.882 -7.258 0.0554 0.1302 0.0935
H -1.541 -0.996 -6.976 0.0070 0.1045 0.0610
H -2.082 -0.125 -4.459 0.0148 0.0391 -0.1946
Se -1.488 2.826 -0.958 -0.3158 1.4298 0.0479
C -1.518 4.529 0.551 -0.1335 0.9324 0.2354
C -0.512 5.497 0.460 0.6385 -0.0849 -0.4477
C -0.465 6.598 1.367 -0.2969 -0.7300 -0.5933
C -1.495 6.790 2.289 0.0215 -0.5560 -0.3631
C -2.585 5.913 2.272 0.4123 -0.2536 -0.5366
C -2.606 4.810 1.382 -0.5594 -0.7425 -0.0007
H 0.218 5.444 -0.359 -0.0808 0.0042 0.5742
H 0.358 7.320 1.309 -0.3439 -0.4444 -0.1430
H -1.468 7.637 2.976 -0.0403 -0.2651 -0.1989
H -3.426 6.111 2.936 0.1148 -0.2852 -0.3196
H -3.508 4.199 1.299 0.2595 0.0986 0.3575
```
Forces are in eV/Å.

Calculated values
Net charge: +2
E: -4650.73592 a.u.
Multiplicity: 3
F_max: 9.5 eV/A
Orbital gap (spin up / spin down): 3.90 / 4.31 eV
Relative energy (zero: lowest compared OMol25 entry of this formula, charge and spin): 4.7199 eV

=====

Molecular formula: C3H5NO4
Method: DFT, ωB97M-V/def2-TZVPD

The geometry in XYZ format:
```
13
Properties=species:S:1:pos:R:3:forces:R:3
C -0.792 -0.039 -0.603 0.1837 0.1733 0.1679
C -1.088 1.346 -0.943 0.0402 -0.1735 0.0771
C 1.133 -0.968 1.215 -0.9804 0.0827 -0.3532
N 2.034 -0.094 0.950 0.1117 0.1255 -0.5005
O 0.477 -0.526 -0.567 -0.3033 -0.4033 0.3654
O -1.122 0.889 0.437 0.0391 -0.1432 -0.2799
O -1.748 -0.987 -0.883 0.0934 -0.0135 0.1148
O 0.546 -1.736 1.856 0.4017 0.2399 -0.3404
H -1.490 -1.804 -0.433 -0.0195 0.1127 -0.0732
H 1.607 0.179 -0.090 0.5003 0.0544 0.9060
H 2.768 0.127 1.610 -0.0513 -0.0047 -0.1470
H -2.056 1.593 -1.368 0.0281 -0.0132 0.0522
H -0.270 2.020 -1.182 -0.0435 -0.0371 0.0108
```
Forces are in eV/Å.

Calculated values
E: -472.94316 a.u.
F_max: 1.0 eV/A
Orbital gap: 10.40 eV
Relative energy (zero: lowest compared OMol25 entry of this formula, charge and spin): 3.4361 eV